{
  "formula": "C2H6S",
  "method": "ωB97M-V/def2-TZVPD",
  "homo_ev": -9.823,
  "smiles": "C=C.S",
  "gap_ev": 10.763,
  "e_lumo_ev": 0.940,
  "e_above_lowest_kj_mol": 110.1,
  "species": ["C", "C", "H", "H", "H", "H", "S", "H", "H"],
  "coordinates": [[-0.55109, -1.92732, 2.11487], [-1.83283, -1.70978, 2.38333], [-0.12078, -1.90408, 1.11808], [0.05331, -2.50677, 2.80077], [-2.46557, -1.11705, 1.73581], [-2.18144, -1.96018, 3.37864], [1.05370, 1.56985, -1.88614], [0.90415, 1.56665, -3.21243], [1.71822, 2.70568, -1.84770]]
}

{
  "formula": "C31H66N2O9PS4",
  "method": "ωB97M-V/def2-TZVPD",
  "homo_ev": -11.546,
  "charge": 1,
  "gap_ev": 8.937,
  "e_lumo_ev": -2.609,
  "species": ["C", "C", "C", "C", "C", "C", "C", "C", "C", "C", "C", "P", "C", "N", "N", "C", "C", "C", "O", "H", "H", "H", "H", "H", "H", "H", "H", "H", "H", "H", "H", "H", "H", "H", "H", "H", "H", "H", "H", "H", "H", "H", "H", "H", "H", "H", "H", "H", "H", "H", "H", "H", "H", "C", "C", "C", "S", "O", "O", "C", "H", "H", "H", "H", "H", "H", "H", "H", "C", "C", "C", "S", "O", "O", "C", "H", "H", "H", "H", "H", "H", "H", "H", "C", "C", "C", "S", "O", "O", "C", "H", "H", "H", "H", "H", "H", "H", "H", "C", "C", "C", "S", "O", "O", "C", "H", "H", "H", "H", "H", "H", "H", "H"],
  "coordinates": [[9.08840, -1.61124, -1.52889], [8.68081, -1.15277, -3.01074], [9.58250, 0.03616, -3.58514], [9.15919, 1.49204, -3.08086], [7.66558, 1.92742, -3.48286], [6.96783, 2.87991, -2.37925], [6.04623, 2.07032, -1.34853], [4.49978, 2.53766, -1.45037], [3.56398, 1.72783, -0.42875], [2.05884, 2.33297, -0.34898], [0.92610, 1.21075, -0.28476], [0.47454, 0.50373, -2.00099], [0.63427, -1.36033, -1.85562], [1.71216, 1.00462, -3.16501], [-1.09245, 1.08417, -2.51350], [-2.10416, -0.00575, -2.68623], [-1.02585, 1.88999, -3.74803], [-1.41454, 1.35692, -5.21060], [-0.68066, 3.08765, -3.67339], [8.14249, -2.04957, -1.03956], [9.47259, -0.75986, -0.87487], [9.83487, -2.46479, -1.58156], [7.55389, -0.91977, -3.02414], [8.81257, -2.04603, -3.72084], [10.68877, -0.10838, -3.34290], [9.47927, 0.02949, -4.72174], [9.85807, 2.25001, -3.59304], [9.32878, 1.63244, -1.95405], [6.98652, 1.04527, -3.71631], [7.75493, 2.55740, -4.43847], [6.27927, 3.57977, -2.96875], [7.75886, 3.53575, -1.87401], [6.37922, 2.39335, -0.29428], [6.16577, 0.94410, -1.45556], [4.13669, 2.37749, -2.52136], [4.48766, 3.63288, -1.12558], [3.44727, 0.62202, -0.69128], [4.05728, 1.79033, 0.59213], [2.01537, 2.88721, 0.65428], [1.88184, 3.12919, -1.15287], [1.27318, 0.32784, 0.36576], [-0.04346, 1.57825, 0.20611], [-0.34209, -1.93606, -1.85412], [1.35267, -1.79953, -2.63970], [1.13601, -1.58723, -0.84503], [2.62770, 0.66612, -2.82879], [1.67554, 2.03249, -3.21851], [-2.27213, -0.60257, -1.72238], [-1.87740, -0.74079, -3.52322], [-3.09852, 0.50566, -2.95146], [-1.14704, 2.09710, -6.02941], [-0.96888, 0.33384, -5.44178], [-2.55608, 1.20812, -5.22942], [-2.52416, 5.26527, 2.66546], [-3.40050, 4.23798, 1.94511], [-2.46724, 3.27380, 1.20964], [-0.93829, 3.25277, 2.13903], [0.10782, 3.82372, 1.31899], [-0.79420, 1.96906, 2.78587], [-1.42808, 4.46239, 3.35441], [-3.09777, 5.85639, 3.38129], [-2.08355, 5.95187, 1.93547], [-3.99418, 3.68645, 2.68057], [-4.09754, 4.71548, 1.25354], [-2.88020, 2.26435, 1.17022], [-2.24398, 3.62441, 0.19999], [-0.56923, 5.06713, 3.64409], [-1.81942, 3.92451, 4.22119], [-0.01680, -1.23958, 7.51719], [0.50408, -0.64875, 6.20505], [-0.71208, -0.31745, 5.33698], [-2.05651, 0.01723, 6.46579], [-3.06252, -1.00739, 6.30006], [-2.37691, 1.42737, 6.42134], [-1.14725, -0.32100, 7.96363], [0.76849, -1.30515, 8.27270], [-0.40166, -2.24892, 7.34052], [1.06696, 0.26636, 6.41590], [1.17887, -1.33693, 5.69151], [-0.53648, 0.56089, 4.71563], [-0.99982, -1.16423, 4.71124], [-1.80483, -0.77659, 8.70327], [-0.75862, 0.62786, 8.33930], [-5.24580, -3.84259, 1.96163], [-6.07792, -2.85135, 2.77877], [-5.10231, -1.93682, 3.52422], [-3.61864, -1.87450, 2.52794], [-2.54282, -2.49895, 3.26428], [-3.49051, -0.55456, 1.94296], [-4.17528, -3.01069, 1.26951], [-5.85702, -4.38782, 1.24144], [-4.77920, -4.57250, 2.63098], [-6.69966, -2.25475, 2.10335], [-6.74706, -3.36243, 3.47366], [-5.50220, -0.92940, 3.64015], [-4.83623, -2.34520, 4.50032], [-3.33747, -3.60522, 0.90696], [-4.60050, -2.42251, 0.45350], [-5.17517, -3.47296, -3.91448], [-6.28765, -4.46110, -4.27150], [-6.62301, -5.25203, -3.00486], [-6.23285, -4.17914, -1.62684], [-5.13427, -4.76063, -0.88807], [-7.45779, -3.76131, -0.98545], [-5.60306, -2.82440, -2.60386], [-5.02604, -2.72926, -4.69996], [-4.23262, -4.01255, -3.77555], [-7.17142, -3.90894, -4.60581], [-5.99106, -5.12687, -5.08427], [-7.67879, -5.52027, -2.96570], [-6.00784, -6.14899, -2.91872], [-4.78281, -2.33614, -2.07777], [-6.42152, -2.11904, -2.76255]]
}

{
  "formula": "CH4CsO",
  "method": "ωB97M-V/def2-TZVPD",
  "homo_ev": -14.817,
  "charge": 1,
  "gap_ev": 11.079,
  "e_lumo_ev": -3.738,
  "e_above_lowest_kj_mol": 7.1,
  "species": ["Cs", "C", "O", "H", "H", "H", "H"],
  "coordinates": [[-0.91064, 2.90473, 1.12326], [0.50192, -0.60275, -0.21594], [-0.65141, 0.18778, 0.19113], [0.48350, -1.50504, 0.39530], [0.60041, -0.82478, -1.27853], [1.38364, -0.04701, 0.10316], [-1.40742, -0.11293, -0.31839]]
}

{
  "formula": "C30H61ClCrOP2",
  "method": "ωB97M-V/def2-TZVPD",
  "homo_ev": [-3.145, -3.145],
  "charge": -1,
  "gap_ev": [5.728, 5.784],
  "multiplicity": 4,
  "e_lumo_ev": [2.583, 2.639],
  "species": ["Cr", "Cl", "P", "C", "C", "C", "C", "H", "C", "H", "H", "H", "H", "H", "H", "H", "C", "C", "H", "H", "H", "H", "H", "H", "C", "H", "C", "H", "H", "H", "H", "H", "H", "H", "H", "P", "C", "C", "C", "C", "H", "C", "H", "H", "H", "H", "H", "H", "H", "C", "C", "H", "H", "H", "H", "H", "H", "C", "H", "C", "H", "H", "H", "H", "H", "H", "C", "C", "C", "C", "C", "C", "C", "C", "C", "C", "C", "C", "O", "H", "H", "H", "H", "H", "H", "H", "H", "H", "H", "H", "H", "H", "H", "H", "H", "H"],
  "coordinates": [[-1.55443, 0.57561, -1.07236], [-3.23979, 1.36365, -2.18316], [-2.89111, -0.11813, 0.77810], [-4.46318, -0.86793, 0.08743], [-2.43633, -1.27778, 2.14432], [-3.47051, 1.49023, 1.52220], [-4.24459, -1.76497, -1.12843], [-4.98943, 0.04399, -0.24426], [-5.30726, -1.59474, 1.12522], [-4.93335, -2.61023, 1.30385], [-6.32415, -1.69438, 0.72028], [-5.39960, -1.07815, 2.08500], [-4.10124, -1.18498, -2.04472], [-5.12541, -2.40401, -1.27604], [-3.37055, -2.41806, -1.02897], [-3.90163, 1.95673, 0.61578], [-2.34012, 2.38056, 2.02355], [-4.56882, 1.34210, 2.57426], [-5.54054, 1.08453, 2.14262], [-4.69637, 2.30359, 3.08551], [-4.31388, 0.60723, 3.34602], [-1.34639, 2.13311, 1.62713], [-2.27383, 2.37800, 3.11792], [-2.53926, 3.41680, 1.70850], [-1.90589, -2.58001, 1.53983], [-3.35941, -1.49737, 2.69003], [-1.48372, -0.62758, 3.11905], [-2.69369, -3.17956, 1.06054], [-1.49704, -3.23610, 2.32374], [-1.11633, -2.41422, 0.78757], [-0.61266, -0.15798, 2.62837], [-1.13380, -1.42154, 3.78749], [-1.93690, 0.08829, 3.82353], [-1.69668, -0.89020, -1.65298], [-1.22110, 1.96887, -0.41125], [0.00950, 1.18193, -2.82524], [-0.42221, 2.91385, -3.39667], [1.85396, 1.20133, -2.75478], [-0.51621, 0.10895, -4.25483], [-0.78546, 3.87178, -2.26759], [-1.33558, 2.70732, -3.98189], [0.63022, 3.54513, -4.29768], [1.45792, 3.96243, -3.71210], [0.15740, 4.38193, -4.83059], [1.03840, 2.87447, -5.05968], [-1.78021, 3.66928, -1.85874], [-0.78901, 4.90185, -2.65000], [-0.08152, 3.82763, -1.42868], [-1.58466, 0.39134, -4.29605], [-0.43072, -1.38644, -3.96842], [0.14294, 0.45943, -5.58696], [-0.21951, 1.40108, -6.00965], [-0.09997, -0.32673, -6.31170], [1.23568, 0.49626, -5.51421], [-0.25384, -1.64568, -2.91661], [0.35092, -1.86869, -4.56781], [-1.38757, -1.86018, -4.23583], [2.27726, 2.06683, -1.57729], [2.20178, 1.68391, -3.67390], [2.43384, -0.19964, -2.73070], [2.27599, 3.14687, -1.79574], [3.32127, 1.83277, -1.33331], [1.67863, 1.89270, -0.66451], [2.01704, -0.80518, -1.91202], [3.51860, -0.09795, -2.60238], [2.32791, -0.77448, -3.66002], [5.66157, 1.41169, 0.68361], [4.21536, 0.86049, 0.59055], [4.35742, -0.26951, -0.41887], [3.59411, 0.11939, 1.77856], [4.56152, -0.30658, 2.66619], [4.42832, -1.48290, 3.33910], [3.29220, -2.24607, 3.29965], [2.18588, -1.74314, 2.61215], [0.91280, -2.43631, 3.19060], [0.93078, -3.96990, 3.08251], [0.85743, -1.98813, 4.68087], [2.28296, -0.59199, 1.75792], [1.33914, -0.24899, 0.98639], [6.39059, 0.62449, 0.94658], [5.79900, 2.24073, 1.38182], [5.95100, 1.76815, -0.31866], [3.57478, 1.71088, 0.31572], [4.87109, -1.08632, 0.08712], [3.38564, -0.63948, -0.71017], [4.96015, 0.00479, -1.30307], [5.49213, 0.24645, 2.54608], [5.24455, -1.83961, 3.92951], [3.06465, -3.08278, 3.92098], [0.03199, -2.07411, 2.61584], [1.78965, -4.39330, 3.58310], [0.02227, -4.38235, 3.52910], [0.97805, -4.26518, 2.03069], [0.92403, -0.89017, 4.74943], [-0.04052, -2.33657, 5.20400], [1.72765, -2.38314, 5.19261]]
}

{
  "formula": "C44H55F33O22",
  "method": "ωB97M-V/def2-TZVPD",
  "homo_ev": -10.584,
  "smiles": "CCOC(=O)C(F)(F)F.CCOC(=O)C(F)(F)F.CCOC(=O)C(F)(F)F.CCOC(=O)C(F)(F)F.CCOC(=O)C(F)(F)F.CCOC(=O)C(F)(F)F.CCOC(=O)C(F)(F)F.CCOC(=O)C(F)(F)F.CCOC(=O)C(F)(F)F.CCOC(=O)C(F)(F)F.CCOC(=O)C(F)(F)F",
  "gap_ev": 10.854,
  "e_lumo_ev": 0.270,
  "e_above_lowest_kj_mol": 350.4,
  "species": ["C", "C", "O", "C", "O", "C", "F", "F", "F", "H", "H", "H", "H", "H", "C", "C", "O", "C", "O", "C", "F", "F", "F", "H", "H", "H", "H", "H", "C", "C", "O", "C", "O", "C", "F", "F", "F", "H", "H", "H", "H", "H", "C", "C", "O", "C", "O", "C", "F", "F", "F", "H", "H", "H", "H", "H", "C", "C", "O", "C", "O", "C", "F", "F", "F", "H", "H", "H", "H", "H", "C", "C", "O", "C", "O", "C", "F", "F", "F", "H", "H", "H", "H", "H", "C", "C", "O", "C", "O", "C", "F", "F", "F", "H", "H", "H", "H", "H", "C", "C", "O", "C", "O", "C", "F", "F", "F", "H", "H", "H", "H", "H", "C", "C", "O", "C", "O", "C", "F", "F", "F", "H", "H", "H", "H", "H", "C", "C", "O", "C", "O", "C", "F", "F", "F", "H", "H", "H", "H", "H", "C", "C", "O", "C", "O", "C", "F", "F", "F", "H", "H", "H", "H", "H"],
  "coordinates": [[-6.00151, 4.92809, -2.09235], [-5.77458, 3.50892, -2.63652], [-4.54493, 3.58793, -3.41134], [-3.88017, 2.50567, -3.83567], [-4.17776, 1.34292, -3.78279], [-2.62092, 3.00591, -4.53898], [-2.31030, 2.12529, -5.62141], [-2.66041, 4.15058, -5.02572], [-1.52473, 2.83316, -3.78133], [-6.81502, 4.87552, -1.40657], [-6.17696, 5.67238, -2.86517], [-5.05046, 5.33149, -1.67468], [-6.61933, 3.05147, -3.12575], [-5.60317, 2.83258, -1.74278], [-2.07977, 1.07703, 4.41853], [-1.31624, 1.14970, 5.72857], [-0.32091, 2.14917, 5.86433], [0.86680, 1.87259, 5.27575], [1.21182, 0.83581, 4.83650], [1.83460, 3.01769, 5.34314], [2.13748, 3.39975, 4.07790], [1.33258, 4.02667, 5.96586], [2.99674, 2.65956, 5.88005], [-2.29599, 2.06847, 4.05303], [-2.90274, 0.40687, 4.54284], [-1.43577, 0.59888, 3.69494], [-0.84001, 0.17352, 5.90660], [-2.05872, 1.34081, 6.45488], [-4.24748, -1.95845, -3.68466], [-3.71233, -1.55516, -5.04278], [-2.28056, -1.84673, -5.08324], [-1.72993, -1.89827, -6.26818], [-2.19043, -1.67219, -7.38152], [-0.29299, -2.28396, -6.10413], [0.11325, -2.30865, -4.87330], [-0.16473, -3.56963, -6.61662], [0.50940, -1.53117, -6.85419], [-3.87852, -1.34470, -2.87717], [-4.28782, -3.00677, -3.36985], [-5.32531, -1.62874, -3.84572], [-3.75177, -0.49899, -4.94229], [-4.28980, -1.97331, -5.81492], [4.22451, -0.25697, -1.05667], [4.61778, 1.17198, -1.27788], [4.11620, 1.68783, -2.50317], [4.81134, 1.28972, -3.59157], [5.82322, 0.61199, -3.60551], [4.09750, 1.79714, -4.84507], [2.80098, 1.44852, -4.82435], [4.13277, 3.14764, -5.01793], [4.64623, 1.27210, -5.95069], [4.57855, -0.81581, -1.93468], [3.14512, -0.38435, -0.93277], [4.69100, -0.63019, -0.15107], [5.69248, 1.20944, -1.32925], [4.25278, 1.79868, -0.47613], [-3.21320, -9.16212, -1.90246], [-2.17682, -8.29729, -1.23613], [-1.78684, -7.30072, -2.17892], [-0.85368, -6.47109, -1.79493], [-0.18146, -6.43032, -0.78341], [-0.67198, -5.32722, -2.75473], [-0.39184, -5.77692, -4.01636], [-1.78343, -4.54057, -2.87602], [0.23850, -4.46631, -2.34522], [-3.73707, -9.94107, -1.29107], [-2.84146, -9.60521, -2.79905], [-4.07333, -8.57747, -2.26849], [-1.21815, -8.77889, -1.10263], [-2.50491, -7.72734, -0.39133], [1.26427, -2.25631, 6.03421], [1.62857, -3.70677, 5.57137], [2.68472, -3.86193, 4.63328], [2.48271, -3.91526, 3.30774], [1.45098, -4.03662, 2.72983], [3.80704, -3.79702, 2.54871], [3.76564, -4.50960, 1.46249], [3.96656, -2.50420, 2.29569], [4.80407, -4.19485, 3.31763], [2.04355, -1.59168, 6.43727], [0.50924, -2.41713, 6.77609], [0.67078, -1.67452, 5.30946], [0.73067, -4.15631, 5.17706], [1.97725, -4.22476, 6.43349], [0.03216, 3.68391, 0.22059], [-0.97137, 4.12701, 1.30890], [-2.03711, 3.16031, 1.41694], [-2.91427, 2.98822, 0.44233], [-3.08893, 3.64956, -0.56698], [-3.91867, 1.85727, 0.86300], [-4.00521, 1.01226, -0.18303], [-3.68028, 1.17378, 1.98306], [-5.12581, 2.40103, 1.03293], [0.37603, 2.66027, 0.43526], [1.00120, 4.18586, 0.18816], [-0.34096, 3.81412, -0.77516], [-1.40745, 5.14149, 1.07415], [-0.48355, 4.06838, 2.26536], [-1.65697, -4.93622, 1.40239], [-1.53054, -4.37599, 2.83283], [-2.81509, -3.86584, 3.25490], [-2.84309, -3.06226, 4.34111], [-1.94128, -2.57383, 4.88489], [-4.27661, -2.99081, 4.96912], [-4.30896, -2.12638, 5.92713], [-5.30500, -2.74235, 4.11737], [-4.51816, -4.18782, 5.44858], [-1.74726, -4.16876, 0.58013], [-2.45693, -5.69729, 1.23017], [-0.69392, -5.46821, 1.16447], [-0.74910, -3.61344, 2.80499], [-1.16345, -5.09848, 3.56962], [1.86247, 4.53547, -3.69930], [1.58774, 5.07501, -5.07123], [1.48024, 6.45424, -5.17501], [0.32350, 7.05215, -4.78353], [-0.70955, 6.52885, -4.49098], [0.60426, 8.61722, -4.66000], [1.75949, 8.89598, -3.99330], [0.75908, 9.10710, -5.90470], [-0.29753, 9.25523, -3.98170], [1.78583, 3.42761, -3.69835], [1.27130, 4.94602, -2.89143], [2.94059, 4.69754, -3.54616], [0.68655, 4.64893, -5.53504], [2.48392, 4.85201, -5.66164], [5.34958, -0.43487, 5.63150], [5.18088, -0.09190, 4.20147], [5.53262, 1.32113, 3.93431], [5.36439, 1.84191, 2.75153], [4.74225, 1.39484, 1.81452], [5.86215, 3.31074, 2.78659], [7.14880, 3.48300, 3.05577], [5.62647, 3.90975, 1.56564], [5.14802, 4.03366, 3.66066], [6.30156, -0.13696, 6.08203], [5.24751, -1.51051, 5.88169], [4.57402, 0.02357, 6.25425], [4.15012, -0.30376, 3.89031], [5.89659, -0.69051, 3.62081], [1.04753, -0.60471, 2.09247], [-0.09466, -1.13123, 1.20386], [-0.33204, -0.29349, 0.08900], [0.29197, -0.40902, -1.14070], [1.13568, -1.21986, -1.45233], [-0.18567, 0.68204, -2.07187], [-1.45089, 1.02395, -1.73647], [0.56939, 1.71898, -2.01172], [-0.12914, 0.20723, -3.31787], [2.04003, -0.87601, 1.65796], [0.97460, -1.10611, 3.06489], [0.93547, 0.47197, 2.12418], [-1.01531, -1.09248, 1.80315], [0.05924, -2.18043, 0.88340]]
}

Number 1: total energy -13005.25276 eV. Number 2: total energy -107246.05530 eV. Number 3: total energy -3691.66428 eV. Number 4: total energy -93667.55643 eV. Number 5: total energy -181243.07539 eV.